Arrangement i

Density functional theory data (ωB97M-V/def2-TZVPD) for a 2-piece molecular cluster, C3H4NO3 overall.

As for the HOMO energy: -3.3069 eV. As for the spin multiplicity: 1. The value obtained for the gap between HOMO and LUMO is 7.650 eV. As for the total charge: -1.

CARTESIAN COORDINATES (ANGSTROEM)
C -0.686 1.348 -1.007
C -0.226 -0.240 0.220
C 1.192 -0.175 0.737
N -0.732 -1.527 -0.163
O -0.007 2.286 -0.701
O -1.528 0.982 -1.783
O -1.194 -0.865 1.030
H 1.868 -0.206 -0.118
H 1.439 -0.991 1.421
H 1.332 0.779 1.243
H -1.458 -1.391 -0.878


Arrangement ii

Density functional theory data (ωB97M-V/def2-TZVPD) for an isolated ion of composition C3H4NO3 and charge -1.

As for the HOMO energy: -3.1502 eV. The structure (SMILES) is O=C/C(=C/[O-])NO. As for the spin multiplicity: 1. The value obtained for the gap between HOMO and LUMO is 7.368 eV. As for the total charge: -1.

CARTESIAN COORDINATES (ANGSTROEM)
C 0.783 -1.088 0.096
C -1.534 -0.469 -0.078
C -0.225 -0.137 0.231
N 0.215 1.184 0.556
O 1.070 1.794 -0.445
O -2.506 0.246 -0.217
O 2.015 -0.999 0.043
H 0.435 -2.117 -0.121
H -1.642 -1.587 -0.127
H -0.408 1.950 0.794
H 1.797 1.223 -0.732


Stability, lowest: arrangement i


Arrangement i

Density functional theory data (ωB97M-V/def2-TZVPD) for one molecule with the formula C2H5N3O2S.

As for the HOMO energy: -8.9465 eV. The structure (SMILES) is [H]/N=C/NOC(=S)NO. As for the spin multiplicity: 1. The value obtained for the gap between HOMO and LUMO is 8.851 eV.

CARTESIAN COORDINATES (ANGSTROEM)
C -1.205 0.686 -0.593
C 1.499 0.224 0.884
H -0.718 -1.763 -0.759
H -2.027 0.159 -2.381
H 0.106 -1.146 1.477
H 1.171 1.334 0.511
H 3.580 0.436 1.504
N -1.312 -0.181 -1.612
N 0.356 -0.695 0.648
N 2.643 -0.120 1.558
O -1.602 -1.506 -1.152
O -0.723 0.212 0.630
S -1.769 2.360 -0.715


Arrangement ii

Density functional theory data (ωB97M-V/def2-TZVPD) for one molecule with the formula C2H5N3O2S.

As for the HOMO energy: -9.4554 eV. As for the spin multiplicity: 1. The value obtained for the gap between HOMO and LUMO is 9.313 eV.

CARTESIAN COORDINATES (ANGSTROEM)
C -0.967 -0.544 0.126
C 0.320 0.254 0.118
N -0.886 -1.818 0.061
N 0.472 1.448 0.534
N 1.419 -0.583 -0.005
O 3.299 1.200 -0.567
O 3.733 -1.175 -0.164
S 3.016 -0.076 0.370
H -1.786 0.135 0.153
H -1.832 -2.260 0.135
H -0.584 1.819 0.636
H 2.931 2.008 -0.370
H 1.045 -1.517 -0.066


Stability, lowest: arrangement i


Arrangement i

Density functional theory data (ωB97M-V/def2-TZVPD) for one molecule with the formula C4H4ClF.

As for the HOMO energy: -9.2760 eV. The structure (SMILES) is C=C(F)/C=C/Cl. As for the spin multiplicity: 1. The value obtained for the gap between HOMO and LUMO is 9.823 eV.

CARTESIAN COORDINATES (ANGSTROEM)
C -0.540 -0.305 -1.417
C 0.277 0.494 -0.729
C 0.341 0.474 0.756
C 0.160 -0.515 1.640
H -1.245 -0.969 -0.984
H 0.857 1.255 -1.264
H -0.084 -1.485 1.266
H 0.250 -0.325 2.703
F 0.686 1.699 1.183
Cl -0.702 -0.324 -3.155


Arrangement ii

Density functional theory data (ωB97M-V/def2-TZVPD) for one molecule with the formula C4H4ClF.

As for the HOMO energy: -10.3887 eV. The structure (SMILES) is C#CC[C@@H](F)Cl. As for the spin multiplicity: 1. The value obtained for the gap between HOMO and LUMO is 11.284 eV.

CARTESIAN COORDINATES (ANGSTROEM)
C -0.842 0.522 -0.749
C -0.407 -0.085 0.570
C 1.020 -0.314 0.470
C 2.176 -0.718 0.497
H -0.294 1.435 -0.873
H -0.646 0.449 1.489
H -0.983 -1.013 0.688
H 3.157 -1.075 0.449
F -0.673 -0.309 -1.821
Cl -2.508 1.107 -0.720


Arrangement iii

Density functional theory data (ωB97M-V/def2-TZVPD) for one molecule with the formula C4H4ClF.

As for the HOMO energy: -10.4492 eV. The structure (SMILES) is C#C[C@H](F)CCl. As for the spin multiplicity: 1. The value obtained for the gap between HOMO and LUMO is 11.378 eV.

CARTESIAN COORDINATES (ANGSTROEM)
C -0.982 0.162 0.862
C 0.319 0.686 0.133
C 1.067 -0.251 -0.692
C 1.246 -1.118 -1.499
H -1.356 1.043 1.357
H -0.718 -0.612 1.549
H -0.008 1.446 -0.487
H 1.452 -2.020 -2.211
F 1.153 1.241 1.075
Cl -2.174 -0.578 -0.086


Stability, lowest: arrangement iii


Arrangement i

Density functional theory data (ωB97M-V/def2-TZVPD) for a 2-piece molecular cluster, C5H16NO overall.

As for the HOMO energy: -15.2182 eV. As for the spin multiplicity: 1. The value obtained for the gap between HOMO and LUMO is 11.955 eV. As for the total charge: +1.

CARTESIAN COORDINATES (ANGSTROEM)
C -1.176 0.484 -0.737
C 0.145 -0.273 -0.781
C 0.336 -1.317 0.340
C -0.563 -2.513 0.034
C -0.083 -0.727 1.694
N 1.266 0.747 -0.736
H -2.030 -0.154 -0.516
H -1.186 1.312 -0.038
H -1.377 0.852 -1.741
H 0.181 -0.782 -1.745
H 1.378 -1.641 0.359
H -0.467 -3.198 0.875
H -1.564 -2.184 -0.211
H -0.151 -3.224 -0.684
H 0.011 -1.520 2.430
H 0.546 0.095 2.037
H -1.162 -0.553 1.684
H 0.934 1.712 -0.569
H 1.902 0.510 0.024
H 1.817 0.857 -1.588
H 0.392 3.843 -0.827
H 0.475 4.221 0.637
O 0.376 3.451 0.058


Arrangement ii

Density functional theory data (ωB97M-V/def2-TZVPD) for a 3-piece molecular cluster, C5H16NO overall.

As for the HOMO energy: -14.8933 eV. As for the spin multiplicity: 1. The value obtained for the gap between HOMO and LUMO is 5.298 eV. As for the total charge: +1.

CARTESIAN COORDINATES (ANGSTROEM)
C 0.719 1.376 -1.420
C 0.855 -0.041 -1.014
C -0.465 -0.842 -1.155
C -1.210 -1.287 0.100
C -0.499 -2.512 0.700
N -0.296 2.471 1.106
H 0.482 1.381 -2.491
H -0.089 1.924 -0.878
H 1.623 1.986 -1.300
H 1.665 -0.546 -1.539
H -0.325 -1.624 -1.907
H -1.120 -0.100 -1.647
H -2.254 -1.502 -0.121
H -1.160 -0.509 0.857
H -0.648 -3.333 -0.012
H -0.962 -2.865 1.617
H 0.573 -2.364 0.781
H -1.078 2.815 1.671
H 1.204 -0.085 0.115
H 0.461 3.151 1.131
H 0.092 1.532 1.394
H 1.467 0.653 2.394
O 0.965 0.322 1.618


Stability, lowest: arrangement ii


Arrangement i

Density functional theory data (ωB97M-V/def2-TZVPD) for a 2-piece molecular cluster, C5H16NO overall.

As for the HOMO energy: -14.0195 eV. As for the spin multiplicity: 1. The value obtained for the gap between HOMO and LUMO is 10.513 eV. As for the total charge: +1.

CARTESIAN COORDINATES (ANGSTROEM)
C -0.300 -1.354 -0.795
C -1.192 -0.220 -0.415
C -0.840 0.913 0.536
C -0.524 2.184 -0.189
C 0.891 2.255 -0.663
N -0.445 -2.507 0.358
H 0.690 -0.899 -0.865
H -0.220 -1.852 -1.805
H -1.744 0.317 -1.296
H -2.146 -0.565 0.103
H -1.827 1.102 1.185
H 0.070 0.729 1.291
H -1.169 2.076 -1.165
H -0.817 3.037 0.417
H 1.312 3.191 -0.920
H 1.149 1.418 -1.296
H 1.627 2.162 0.132
H -0.027 -3.435 0.126
H 0.056 -2.091 1.134
H -1.458 -2.610 0.615
H 2.367 -0.939 1.646
H 2.266 -0.975 0.079
O 1.847 -0.723 0.908


Arrangement ii

Density functional theory data (ωB97M-V/def2-TZVPD) for a 2-piece molecular cluster, C5H16NO overall.

As for the HOMO energy: -14.7274 eV. As for the spin multiplicity: 1. The value obtained for the gap between HOMO and LUMO is 11.463 eV. As for the total charge: +1.

CARTESIAN COORDINATES (ANGSTROEM)
C -1.420 -1.190 -0.545
C -1.084 0.340 -1.091
C -0.102 0.976 -0.128
C 1.355 0.579 -0.217
C 1.962 0.983 -1.580
N -1.705 -1.086 0.873
H -0.622 -1.896 -0.696
H -2.326 -1.548 -1.013
H -0.460 0.449 -1.975
H -2.125 0.760 -1.244
H -0.031 2.036 -0.455
H -0.443 1.287 0.963
H 1.834 1.238 0.460
H 1.624 -0.410 0.054
H 1.685 0.372 -2.421
H 3.142 0.748 -1.622
H 1.924 2.038 -1.690
H -1.989 -2.058 1.202
H -0.839 -0.744 1.404
H -2.571 -0.512 1.128
H 1.337 -1.178 2.450
H 0.443 -0.310 3.435
O 0.410 -0.875 2.706


Stability, lowest: arrangement i


Arrangement i

Density functional theory data (ωB97M-V/def2-TZVPD) for a 2-piece molecular cluster, C5H16NO overall.

As for the HOMO energy: -14.9093 eV. As for the spin multiplicity: 1. The value obtained for the gap between HOMO and LUMO is 11.633 eV. As for the total charge: +1.

CARTESIAN COORDINATES (ANGSTROEM)
C 0.779 0.725 1.073
C 0.452 -0.706 0.589
C 0.472 -0.809 -0.921
C 1.958 -0.782 -1.374
C -0.508 0.028 -1.754
N -0.924 -0.939 1.157
H 1.848 0.872 1.238
H 0.430 1.499 0.377
H 0.139 0.883 1.938
H 1.062 -1.411 1.164
H 0.199 -1.857 -1.100
H 2.120 -0.775 -2.441
H 2.314 0.200 -1.068
H 2.510 -1.586 -0.888
H -0.115 0.678 -2.543
H -1.193 -0.670 -2.239
H -1.049 0.736 -1.104
H -1.570 -0.175 0.920
H -1.407 -1.755 0.758
H -0.979 -1.147 2.152
H -1.789 2.862 1.777
H -2.794 2.128 0.920
O -1.955 2.001 1.368


Arrangement ii

Density functional theory data (ωB97M-V/def2-TZVPD) for a 2-piece molecular cluster, C5H16NO overall.

As for the HOMO energy: -14.3307 eV. As for the spin multiplicity: 1. The value obtained for the gap between HOMO and LUMO is 11.104 eV. As for the total charge: +1.

CARTESIAN COORDINATES (ANGSTROEM)
C 0.525 0.894 -0.709
C -0.429 1.421 0.343
C -1.463 0.174 0.746
C -0.722 -0.860 1.786
C 0.085 -0.268 2.919
N -0.093 0.618 -2.086
H 0.884 -0.049 -0.242
H 1.558 1.365 -0.973
H 0.247 1.521 1.248
H -0.910 2.439 -0.042
H -2.500 0.520 0.907
H -1.794 -0.245 -0.218
H -1.484 -1.493 2.417
H -0.100 -1.440 1.103
H 1.125 -0.048 2.540
H 0.286 -1.014 3.680
H -0.346 0.600 3.382
H -0.406 1.566 -2.467
H 0.588 0.261 -2.752
H -0.835 0.020 -1.976
H 1.223 -2.417 -2.147
H 2.472 -1.769 -2.317
O 1.583 -1.539 -2.257


Arrangement iii

Density functional theory data (ωB97M-V/def2-TZVPD) for a 2-piece molecular cluster, C5H16NO overall.

As for the HOMO energy: -14.3223 eV. As for the spin multiplicity: 1. The value obtained for the gap between HOMO and LUMO is 10.910 eV. As for the total charge: +1.

CARTESIAN COORDINATES (ANGSTROEM)
C 0.898 -1.194 0.525
C -0.571 -0.629 0.171
C -0.566 0.525 -0.850
C -0.187 0.131 -2.292
C -1.463 -0.522 -2.865
N 1.591 -0.080 1.372
H 1.520 -1.606 -0.303
H 0.800 -1.931 1.407
H -1.282 -1.364 -0.203
H -0.880 0.000 1.057
H -1.547 0.926 -0.923
H 0.009 1.339 -0.504
H -0.089 1.031 -2.768
H 0.719 -0.435 -2.484
H -1.557 -1.528 -2.566
H -1.644 -0.373 -3.920
H -2.415 -0.169 -2.524
H 1.460 -0.317 2.352
H 2.636 -0.024 1.307
H 1.030 0.925 1.244
H -0.603 1.513 3.580
H 0.768 1.927 3.493
O 0.159 1.347 3.002


Arrangement iv

Density functional theory data (ωB97M-V/def2-TZVPD) for a 2-piece molecular cluster, C5H16NO overall.

As for the HOMO energy: -13.3569 eV. As for the spin multiplicity: 1. The value obtained for the gap between HOMO and LUMO is 9.662 eV. As for the total charge: +1.

CARTESIAN COORDINATES (ANGSTROEM)
C -0.798 -1.666 1.393
C 0.535 -1.246 0.886
C 0.621 -0.450 -0.515
C 0.635 1.154 -0.257
C -0.425 -0.793 -1.500
N 1.645 -2.345 1.108
H -0.810 -2.640 1.503
H -1.111 -1.056 2.293
H -1.558 -1.534 0.551
H 0.802 -0.418 1.553
H 1.558 -0.792 -0.998
H 0.432 1.471 -1.235
H -0.083 1.602 0.480
H 1.638 1.350 0.169
H -1.451 -0.411 -1.377
H -0.171 -0.797 -2.557
H -0.548 -1.927 -1.441
H 1.267 -3.203 0.725
H 2.653 -1.957 1.046
H 1.518 -2.556 2.038
H -2.357 6.280 -0.588
H -2.103 6.172 -2.069
O -1.889 5.761 -1.208


Stability, lowest: arrangement iv


Arrangement i

Density functional theory data (ωB97M-V/def2-TZVPD) for an isolated ion of composition C3H10NOS and charge +1.

As for the HOMO energy: -13.4494 eV. The structure (SMILES) is [NH3+][C@@H](CO)CS. As for the spin multiplicity: 1. The value obtained for the gap between HOMO and LUMO is 9.896 eV. As for the total charge: +1.

CARTESIAN COORDINATES (ANGSTROEM)
C -0.913 -0.213 1.053
O -0.995 0.608 2.244
C 0.382 0.048 0.325
C 0.625 -1.085 -0.623
S 2.133 -0.810 -1.588
N 0.045 1.331 -0.453
H -0.990 -1.283 1.343
H -1.863 -0.130 0.509
H -1.955 0.572 2.397
H 1.155 0.311 1.060
H 0.807 -1.992 -0.024
H -0.177 -1.173 -1.355
H 1.794 -1.236 -2.820
H 0.848 1.890 -0.775
H -0.391 1.144 -1.362
H -0.507 2.018 0.069


Arrangement ii

Density functional theory data (ωB97M-V/def2-TZVPD) for a 2-piece molecular cluster, C3H10NOS overall.

As for the HOMO energy: -12.9275 eV. As for the spin multiplicity: 1. The value obtained for the gap between HOMO and LUMO is 8.360 eV. As for the total charge: +1.

CARTESIAN COORDINATES (ANGSTROEM)
C 0.644 -1.599 -0.710
C 2.097 0.296 0.334
C 0.825 -0.244 -0.252
N -0.278 0.456 -0.212
O 1.923 1.595 0.934
S -3.903 0.627 0.440
H 1.443 -2.249 -0.194
H 0.834 -1.696 -1.732
H -0.415 -1.878 -0.531
H 2.733 0.436 -0.549
H 2.477 -0.538 0.874
H -4.981 -0.194 0.160
H -1.184 0.070 -0.430
H -0.182 1.429 -0.060
H 2.821 1.983 1.129
H -4.854 1.508 0.797


Arrangement iii

Density functional theory data (ωB97M-V/def2-TZVPD) for an isolated ion of composition C3H10NOS and charge +1.

As for the HOMO energy: -14.4383 eV. The structure (SMILES) is C[C@]([NH3+])(S)CO. As for the spin multiplicity: 1. The value obtained for the gap between HOMO and LUMO is 10.943 eV. As for the total charge: +1.

CARTESIAN COORDINATES (ANGSTROEM)
C 1.296 -0.239 -1.153
C -1.186 -0.026 -0.544
C 0.179 -0.368 -0.102
N 0.742 0.934 1.031
O -2.016 0.071 0.702
S 0.352 -1.943 0.750
H 2.185 -0.484 -0.599
H 1.144 0.820 -1.540
H 1.298 -0.881 -2.015
H -1.518 -0.912 -1.164
H -1.217 1.008 -1.011
H 1.482 0.492 1.606
H 0.870 1.865 0.694
H -0.169 0.921 1.516
H -2.638 0.710 0.657
H -0.804 -1.970 1.171


Stability, lowest: arrangement iii


Arrangement i

Density functional theory data (ωB97M-V/def2-TZVPD) for an isolated ion of composition C3H10NOS and charge +1.

As for the HOMO energy: -13.6523 eV. The structure (SMILES) is [NH3+][C@@H](CO)CS. As for the spin multiplicity: 1. The value obtained for the gap between HOMO and LUMO is 9.832 eV. As for the total charge: +1.

CARTESIAN COORDINATES (ANGSTROEM)
C -0.206 -0.267 1.844
O -0.909 -1.340 2.453
C -0.167 -0.321 0.288
C 0.125 1.097 -0.203
S -0.002 1.173 -2.041
N 0.836 -1.315 -0.327
H -0.892 0.555 2.026
H 0.737 -0.127 2.442
H -0.344 -2.092 2.756
H -1.164 -0.502 -0.100
H -0.613 1.632 0.392
H 0.905 1.775 0.213
H 1.293 1.284 -2.396
H 0.914 -1.350 -1.397
H 1.809 -1.135 -0.079
H 0.674 -2.307 -0.104


Arrangement ii

Density functional theory data (ωB97M-V/def2-TZVPD) for an isolated ion of composition C3H10NOS and charge +1.

As for the HOMO energy: -13.4788 eV. The structure (SMILES) is C[NH2+][C@@H](O)SC. As for the spin multiplicity: 1. The value obtained for the gap between HOMO and LUMO is 10.193 eV. As for the total charge: +1.

CARTESIAN COORDINATES (ANGSTROEM)
C -1.914 -0.286 1.088
C 1.217 1.310 -1.701
C 0.577 -0.333 0.721
N -0.762 -0.740 0.209
O 1.479 -1.233 0.212
S 0.883 1.465 0.055
H -1.632 0.767 1.073
H -2.939 -0.365 0.736
H -2.019 -0.654 2.147
H 2.056 1.837 -1.963
H 0.365 1.675 -2.322
H 1.149 0.197 -2.016
H 0.519 -0.407 1.776
H -0.691 -0.471 -0.807
H -0.609 -1.744 0.254
H 2.321 -1.019 0.537


Stability, lowest: arrangement ii